(1)
{"formula": "C5H14S", "method": "ωB97M-V with the def2-TZVPD basis set", "elements": ["C", "C", "C", "H", "H", "H", "H", "H", "H", "H", "H", "C", "C", "S", "H", "H", "H", "H", "H", "H"], "coordinates": [[1.949, -2.952, -1.692], [0.748, -2.038, -1.767], [0.646, -1.279, -3.106], [2.817, -2.539, -2.220], [1.745, -3.794, -2.346], [2.206, -3.296, -0.693], [0.658, -1.259, -1.001], [-0.191, -2.577, -1.674], [-0.009, -0.413, -3.070], [1.616, -0.880, -3.391], [0.324, -1.937, -3.892], [-0.719, 3.073, 2.374], [-1.839, 2.049, 2.485], [-2.150, 1.502, 4.177], [0.203, 2.629, 2.750], [-0.898, 3.929, 3.028], [-0.644, 3.493, 1.376], [-2.744, 2.437, 2.007], [-1.616, 1.148, 1.916], [-2.103, 2.705, 4.739]], "e_homo_ev": -9.1, "total_energy_ev": -16246.9550, "e_above_lowest_ev": 0.346, "gap_ev": 9.859}

---

(2)
{"formula": "C17H12F4N2", "method": "ωB97M-V with the def2-TZVPD basis set", "elements": ["C", "C", "C", "N", "C", "C", "C", "C", "F", "C", "C", "F", "C", "C", "C", "C", "F", "C", "C", "F", "C", "C", "N", "H", "H", "H", "H", "H", "H", "H", "H", "H", "H", "H", "H"], "coordinates": [[0.674, -4.108, -2.624], [0.363, -2.865, -1.934], [0.623, -2.391, -0.626], [0.096, -1.080, -0.509], [-0.090, -0.078, 0.573], [-1.441, 0.736, 0.665], [-1.642, 2.105, 1.055], [-2.946, 2.586, 1.174], [-3.121, 3.907, 1.564], [-4.070, 1.800, 1.051], [-3.843, 0.465, 0.703], [-4.925, -0.375, 0.666], [-2.577, -0.041, 0.480], [1.167, 0.767, 0.513], [2.282, -0.067, 0.609], [3.523, 0.441, 0.914], [4.581, -0.402, 1.079], [3.700, 1.810, 1.123], [2.632, 2.622, 0.765], [2.751, 3.968, 1.052], [1.390, 2.162, 0.277], [-0.408, -0.837, -1.774], [-0.286, -1.878, -2.584], [1.145, -4.846, -1.949], [-0.245, -4.559, -3.034], [1.362, -3.920, -3.467], [1.159, -2.938, 0.145], [-0.139, -0.815, 1.452], [-0.791, 2.771, 1.290], [-5.066, 2.174, 1.316], [-2.462, -1.089, 0.194], [2.171, -1.144, 0.453], [4.604, 2.185, 1.589], [0.685, 2.802, -0.243], [-0.855, 0.133, -1.959]], "e_homo_ev": -8.7, "total_energy_ev": -31671.8988, "e_above_lowest_ev": 0.000, "gap_ev": 8.765}